Entry from OMol25: a molecular structure, C6H6N4O8SSeZr (wB97M-V/def2-TZVPD).

Geometry as XYZ:
```
27
Properties=species:S:1:pos:R:3:forces:R:3
Zr -0.699310 -1.048771 1.046268 -0.09 -0.04 0.03
N -0.532169 2.297403 -1.718063 0.08 0.03 -0.03
C -1.844786 2.554596 -1.381066 -0.03 -0.05 0.03
C -2.227501 1.542207 -0.560126 -0.01 0.08 -0.04
N -1.176455 0.676432 -0.406371 0.08 -0.01 -0.04
C -0.167850 1.161258 -1.104557 -0.08 0.05 -0.02
C 1.095239 0.455451 -1.040001 0.08 -0.09 -0.01
N 1.167544 -0.574190 -0.224922 0.01 0.00 -0.09
C 2.422757 -1.101440 -0.341622 0.04 0.00 -0.02
C 3.121351 -0.366066 -1.248446 -0.02 0.00 0.02
N 2.262790 0.621096 -1.684904 0.00 0.07 -0.05
H 0.053899 2.892763 -2.277203 -0.01 0.00 0.00
H -2.367850 3.418949 -1.746076 0.00 0.00 0.00
H -3.166767 1.384506 -0.061077 0.00 0.00 0.00
H 2.721415 -1.965114 0.225762 0.00 0.00 0.00
H 4.127149 -0.448256 -1.616968 0.00 0.00 0.00
H 2.480332 1.322865 -2.370803 0.01 -0.01 0.00
O -1.410124 -4.727206 -0.098910 0.00 -0.02 0.02
S -1.090936 -3.382800 0.195990 -0.06 -0.03 -0.19
O 0.194724 -3.110648 0.947152 0.12 -0.03 0.04
O -1.026029 -2.396550 -0.928102 0.01 0.04 0.16
O -2.067026 -2.641133 1.146554 -0.06 -0.03 0.06
O 0.165918 2.168713 2.510302 0.03 0.08 -0.01
Se -0.349071 0.806149 3.170470 0.01 -0.25 -0.21
O -0.566863 0.692316 4.733204 -0.01 0.03 0.25
O 0.600667 -0.494061 2.548386 -0.10 0.18 0.06
O -1.721042 0.261537 2.285131 0.01 0.00 0.04
```
Positions in Å, forces in eV/Å.

Values from the calculation:
gap between HOMO and LUMO	9.150	eV
DFT total energy	-106124.421	eV
HOMO level	-10.02	eV
total charge	0
F_max	0.32	eV/Å
LUMO level	-0.87	eV

These are the Mulliken partial charges, in e, on atoms 1 to 6: 1.896, -0.114, -0.547, -0.421, 0.139, 0.061

=====

Entry from OMol25: C4H6O2 in the gas phase (wB97M-V/def2-TZVPD).

Geometry as XYZ:
```
12
Properties=species:S:1:pos:R:3:forces:R:3
C -0.336663 1.060150 -1.564220 0.07 0.72 1.22
C -0.568510 -0.086729 -0.453492 1.26 -1.21 -2.45
O -0.692614 -1.030589 -1.197526 -1.04 -2.37 0.50
C -0.347570 -0.623134 1.065050 -0.06 0.61 -0.36
C 1.083784 -0.439130 1.533264 0.06 0.40 0.09
O 1.401749 0.206428 2.501190 -0.14 -0.31 -0.41
H 0.378021 1.798257 -1.247443 0.01 0.80 0.16
H -1.309674 1.486510 -1.825139 0.21 0.26 0.37
H 0.046612 0.611687 -2.519211 -0.32 -0.08 1.40
H -1.013126 -0.310742 1.880325 0.03 0.45 -0.54
H -0.489075 -1.710903 0.908424 -0.04 0.64 -0.06
H 1.847067 -0.961804 0.918777 -0.04 0.09 0.08
```
Positions in Å, forces in eV/Å.

Values from the calculation:
gap between HOMO and LUMO	9.833	eV
DFT total energy	-8337.915	eV
SMILES	CC(=O)CC=O
HOMO level	-9.44	eV
total charge	0
F_max	3.01	eV/Å
LUMO level	0.39	eV

These are the Mulliken partial charges, in e, on atoms 1 to 6: -0.882, 0.463, -0.474, -0.486, 0.043, -0.450

=====

The lowest DFT total energy belongs to which entry? C6H6N4O8SSeZr

=====

Please write out number 1 again, unchanged.
Entry from OMol25: a molecular structure, C6H6N4O8SSeZr (wB97M-V/def2-TZVPD).

Geometry as XYZ:
```
27
Properties=species:S:1:pos:R:3:forces:R:3
Zr -0.699310 -1.048771 1.046268 -0.09 -0.04 0.03
N -0.532169 2.297403 -1.718063 0.08 0.03 -0.03
C -1.844786 2.554596 -1.381066 -0.03 -0.05 0.03
C -2.227501 1.542207 -0.560126 -0.01 0.08 -0.04
N -1.176455 0.676432 -0.406371 0.08 -0.01 -0.04
C -0.167850 1.161258 -1.104557 -0.08 0.05 -0.02
C 1.095239 0.455451 -1.040001 0.08 -0.09 -0.01
N 1.167544 -0.574190 -0.224922 0.01 0.00 -0.09
C 2.422757 -1.101440 -0.341622 0.04 0.00 -0.02
C 3.121351 -0.366066 -1.248446 -0.02 0.00 0.02
N 2.262790 0.621096 -1.684904 0.00 0.07 -0.05
H 0.053899 2.892763 -2.277203 -0.01 0.00 0.00
H -2.367850 3.418949 -1.746076 0.00 0.00 0.00
H -3.166767 1.384506 -0.061077 0.00 0.00 0.00
H 2.721415 -1.965114 0.225762 0.00 0.00 0.00
H 4.127149 -0.448256 -1.616968 0.00 0.00 0.00
H 2.480332 1.322865 -2.370803 0.01 -0.01 0.00
O -1.410124 -4.727206 -0.098910 0.00 -0.02 0.02
S -1.090936 -3.382800 0.195990 -0.06 -0.03 -0.19
O 0.194724 -3.110648 0.947152 0.12 -0.03 0.04
O -1.026029 -2.396550 -0.928102 0.01 0.04 0.16
O -2.067026 -2.641133 1.146554 -0.06 -0.03 0.06
O 0.165918 2.168713 2.510302 0.03 0.08 -0.01
Se -0.349071 0.806149 3.170470 0.01 -0.25 -0.21
O -0.566863 0.692316 4.733204 -0.01 0.03 0.25
O 0.600667 -0.494061 2.548386 -0.10 0.18 0.06
O -1.721042 0.261537 2.285131 0.01 0.00 0.04
```
Positions in Å, forces in eV/Å.

Values from the calculation:
gap between HOMO and LUMO	9.150	eV
DFT total energy	-106124.421	eV
HOMO level	-10.02	eV
total charge	0
F_max	0.32	eV/Å
LUMO level	-0.87	eV

These are the Mulliken partial charges, in e, on atoms 1 to 6: 1.896, -0.114, -0.547, -0.421, 0.139, 0.061